[1]
12
Properties=species:S:1:pos:R:3 method="wB97M-V/def2-TZVPD" energy_ha=-4343.172157 orbital_gap_ev="7.292 / 8.774" fmax_ev_per_a=1.39 spin_multiplicity=6
Cr -0.006 4.534 -0.774
Cl 0.033 2.138 -1.208
C -2.247 -0.426 0.620
Cl -1.909 -0.758 2.291
Cl -3.965 -0.160 0.485
Cl -1.708 -1.590 -0.545
H -1.805 0.541 0.379
C 2.241 -0.829 -0.289
Cl 1.720 -2.499 -0.322
Cl 3.944 -0.676 -0.838
Cl 1.995 0.006 1.270
H 1.707 -0.283 -1.067

---

[2]
23
Properties=species:S:1:pos:R:3 method="wB97M-V/def2-TZVPD" energy_ha=-346.852155 orbital_gap_ev=10.465 fmax_ev_per_a=0.44 total_charge=+1 spin_multiplicity=1
C 0.771 -0.244 -2.452
C 0.781 -0.924 -3.581
C -1.409 -0.220 -1.711
N -0.195 -0.407 -1.415
H 1.516 0.520 -2.263
H 0.065 -1.696 -3.823
H 1.566 -0.715 -4.292
H -2.180 -0.369 -0.957
H -1.726 0.062 -2.713
C -1.425 0.115 2.082
C -0.069 0.722 1.750
C 0.621 1.353 2.946
N 0.794 -0.379 1.164
H -1.724 -0.623 1.340
H -1.385 -0.373 3.054
H -2.167 0.902 2.145
H -0.216 1.429 0.933
H 0.425 0.782 3.859
H 0.207 2.342 3.128
H 1.695 1.447 2.787
H 0.496 -0.552 0.160
H 1.782 -0.127 1.183
H 0.684 -1.234 1.710

---

Copy entry 1 word for word.
12
Properties=species:S:1:pos:R:3 method="wB97M-V/def2-TZVPD" energy_ha=-4343.172157 orbital_gap_ev="7.292 / 8.774" fmax_ev_per_a=1.39 spin_multiplicity=6
Cr -0.006 4.534 -0.774
Cl 0.033 2.138 -1.208
C -2.247 -0.426 0.620
Cl -1.909 -0.758 2.291
Cl -3.965 -0.160 0.485
Cl -1.708 -1.590 -0.545
H -1.805 0.541 0.379
C 2.241 -0.829 -0.289
Cl 1.720 -2.499 -0.322
Cl 3.944 -0.676 -0.838
Cl 1.995 0.006 1.270
H 1.707 -0.283 -1.067